Density functional theory data (ωB97M-V/def2-TZVPD) for a structure of composition C53H46CaN7O2P2Te.

```
112
Properties=species:S:1:pos:R:3:nbo_charge:R:1
Ca -0.06504 -1.60384 0.86874 1.728
N -1.13639 -3.17792 -0.98018 -0.901
C -2.42371 -3.67619 -0.71664 0.173
C -2.95954 -4.74061 -1.39481 -0.243
C -4.24675 -5.22924 -1.09150 -0.190
C -4.99695 -4.65002 -0.11188 -0.236
C -4.46339 -3.56834 0.63014 -0.010
C -5.16810 -2.96991 1.70104 -0.135
C -4.57824 -1.98233 2.42907 -0.262
C -3.27204 -1.57984 2.07772 0.091
N -2.59928 -2.07924 1.07206 -0.503
C -3.17631 -3.07722 0.33847 0.111
H -0.64055 -3.72076 -1.67708 0.390
H -1.16570 -2.21919 -1.36490 0.400
H -2.38580 -5.20774 -2.18607 0.212
H -4.63655 -6.06377 -1.65967 0.214
H -5.99054 -5.00971 0.12288 0.211
H -6.16754 -3.31780 1.93336 0.213
H -5.07194 -1.49953 3.25987 0.230
H -2.78979 -0.79520 2.64749 0.210
O 1.44634 -3.30393 0.98638 -0.643
N 1.68885 -3.88801 2.08987 0.140
N 0.87542 -3.55769 3.01871 0.135
O -0.08846 -2.70826 2.82824 -0.718
C 1.07857 -4.10253 4.32347 0.182
C 0.36327 -3.54656 5.37181 -0.248
C 0.54953 -4.05093 6.65258 -0.201
C 1.43269 -5.09356 6.87562 -0.225
C 2.13603 -5.64191 5.80977 -0.204
C 1.96478 -5.15549 4.52526 -0.243
H -0.32320 -2.73877 5.17245 0.246
H -0.00269 -3.61853 7.47668 0.213
H 1.57191 -5.48183 7.87603 0.210
H 2.82484 -6.45984 5.97549 0.212
H 2.50596 -5.57413 3.69156 0.241
Te 2.60180 -0.51500 -3.61914 0.550
C 3.84645 1.06836 -4.23582 -0.199
C 5.09591 0.83584 -4.79982 -0.304
C 5.87042 1.92016 -5.18079 0.032
N 5.50295 3.19060 -5.03703 -0.447
C 4.30722 3.40045 -4.49033 0.034
C 3.44936 2.39245 -4.08026 -0.308
C 1.42877 0.58044 -2.25130 -1.337
P -0.25369 -0.11764 -2.38476 0.744
C -1.50013 1.17154 -1.99289 -0.255
C -1.22542 2.53484 -2.04490 -0.237
C -2.21819 3.46508 -1.78696 -0.200
C -3.50677 3.04285 -1.49496 -0.196
C -3.79774 1.68788 -1.47006 -0.192
C -2.79822 0.76020 -1.71149 -0.233
C -0.64240 -0.20225 -4.17395 -0.333
C -0.33515 0.84298 -5.04623 -0.187
C -0.70459 0.77748 -6.37516 -0.211
C -1.39464 -0.33038 -6.85732 -0.219
C -1.71342 -1.36830 -5.99991 -0.224
C -1.33605 -1.30057 -4.66204 -0.158
P 1.98743 0.15969 -0.57076 0.732
C 2.07614 1.74087 0.37174 -0.323
C 1.71971 2.95361 -0.20334 -0.240
C 1.81907 4.13825 0.51616 -0.146
C 2.28541 4.12309 1.81933 -0.232
C 2.66097 2.91681 2.39920 -0.215
C 2.55593 1.73776 1.68080 -0.221
C 3.77243 -0.20352 -0.53654 -0.317
C 4.73376 0.72257 -0.93619 -0.223
C 6.07767 0.40471 -0.86934 -0.153
C 6.47972 -0.83398 -0.38507 -0.233
C 5.53171 -1.75523 0.03129 -0.217
C 4.17897 -1.44191 -0.04636 -0.210
H 5.48306 -0.16796 -4.92660 0.214
H 6.85085 1.75249 -5.61718 0.181
H 4.00979 4.43788 -4.36793 0.184
H 2.49862 2.61631 -3.60979 0.243
H -0.21911 2.85304 -2.28255 0.216
H -1.98866 4.52316 -1.79402 0.211
H -4.27552 3.76855 -1.26413 0.215
H -4.79897 1.35403 -1.22746 0.205
H -3.02943 -0.30161 -1.66324 0.197
H 0.20759 1.70268 -4.67236 0.223
H -0.45472 1.59072 -7.04537 0.209
H -1.68398 -0.37764 -7.89976 0.205
H -2.25185 -2.23400 -6.36487 0.202
H -1.58552 -2.11758 -3.99337 0.193
H 1.37465 2.95388 -1.22679 0.231
H 1.52258 5.07331 0.05631 0.202
H 2.35502 5.04249 2.38642 0.211
H 3.03517 2.89914 3.41547 0.207
H 2.85747 0.80075 2.14025 0.209
H 4.42736 1.69362 -1.30684 0.226
H 6.81765 1.12468 -1.19640 0.202
H 7.53377 -1.07697 -0.32935 0.204
H 5.83722 -2.72207 0.41125 0.208
H 3.43621 -2.16894 0.25841 0.238
C -2.00065 1.73618 1.36316 -0.692
C -2.49775 2.86458 1.95745 -0.023
C -3.75033 2.87554 2.67641 -0.268
C -4.23540 3.99063 3.29368 -0.154
C -3.54087 5.21972 3.25362 -0.375
C -2.33288 5.25030 2.52419 -0.126
C -1.83599 4.14439 1.89966 -0.315
C -4.03870 6.36493 3.91321 0.318
N -4.44724 7.30389 4.45376 -0.456
H -1.10128 1.78550 0.75835 0.186
H -2.59529 0.83405 1.34626 0.160
H -4.32624 1.95488 2.71814 0.173
H -5.18096 3.93689 3.82268 0.198
H -1.78744 6.18580 2.45081 0.199
H -0.91121 4.21895 1.33767 0.198
N 0.03592 0.03900 2.83557 -1.137
H -0.84257 -0.07482 3.32986 0.376
H 0.00343 1.00858 2.52301 0.413
H 0.78109 -0.06831 3.51459 0.371
```

## Properties
- HOMO energy: -2.9 eV
- Net charge: -1
- Orbital gap: 4.28 eV
- DFT total energy: -114543.5050 eV